15
Properties=species:S:1:pos:R:3 method="wB97M-V/def2-TZVPD" homo_lumo_gap_ev=10.792 charge=0 e_homo_ev=-10.017 multiplicity=1 smiles=N#C[C@@H](N)CCO
N -2.20346 -0.47094 0.10388
C -0.78200 -0.43932 0.45815
C 0.15483 -0.47648 -0.77139
C 1.55268 0.13105 -0.49963
O 1.51309 1.52762 -0.27127
C -0.56992 0.83853 1.15723
N -0.39824 1.87372 1.63722
H -2.50561 -1.40306 -0.16215
H -2.74193 -0.20104 0.92307
H -0.49538 -1.25099 1.15117
H -0.36747 0.01022 -1.60168
H 0.29768 -1.52819 -1.07037
H 2.18632 -0.05635 -1.37175
H 1.96879 -0.42402 0.36099
H 2.39062 1.86924 -0.04347

***

11
Properties=species:S:1:pos:R:3 method="wB97M-V/def2-TZVPD" homo_lumo_gap_ev=8.299 charge=0 e_homo_ev=-9.547 multiplicity=1 smiles=c1nnc2conc2n1
C -1.95021 0.11478 0.50289
C 0.63421 -0.30205 0.20941
C 1.87993 -0.56103 -0.23310
C -0.13669 0.38627 -0.77591
H -3.06076 0.20548 0.58997
H 2.73574 -0.44504 0.35010
N -1.08135 -0.16072 1.70579
N 0.03984 -0.54226 1.49142
N 0.69150 0.73006 -1.63272
N -1.58580 0.46414 -0.74045
O 1.83358 0.11037 -1.46740

***

18
Properties=species:S:1:pos:R:3 method="wB97M-V/def2-TZVPD" homo_lumo_gap_ev=10.354 charge=+1 e_homo_ev=-13.845 multiplicity=1
C 1.12183 -0.19354 -0.29279
C -0.30209 -0.74085 -0.58045
C -0.84951 -0.22278 -1.93880
O -2.12414 -0.73976 -1.92171
N 1.50016 -0.53331 1.20052
H 1.84676 -0.72093 -0.98980
H 1.14815 0.89359 -0.58504
H -1.08234 -0.41402 0.13944
H -0.46847 -1.75203 -0.62874
H -0.36610 -0.64685 -2.78131
H -0.52851 0.78445 -2.18637
H -2.80145 -0.07152 -1.65019
H 1.15844 -1.53054 1.39868
H 2.43597 -0.35296 1.60464
H 0.93730 0.17993 1.70780
H -0.43555 2.69131 2.04801
H -0.66661 1.68166 3.21794
O -0.52382 1.68814 2.23818

***

25
Properties=species:S:1:pos:R:3 method="wB97M-V/def2-TZVPD" homo_lumo_gap_ev="6.854 / 6.855" charge=+1 e_homo_ev="-11.788 / -11.789" multiplicity=1
C 2.30889 0.66975 -0.32791
C 1.72843 -0.62749 -0.04692
C 1.69649 1.47886 -1.24131
C -2.11985 -0.43140 1.54938
C -1.95336 1.15397 -0.34169
C -1.14957 0.15458 0.50969
N 0.56254 -0.98995 -0.75691
N 3.48717 0.72289 0.33397
N 2.37172 -1.46819 0.59605
N -1.48525 -1.66165 -1.12881
N -0.63201 -0.79121 -0.46294
H 2.15431 2.32619 -1.65607
H 0.66469 1.24478 -1.41111
H -2.19556 0.26372 2.34275
H -3.01989 -0.58511 1.19335
H -1.87638 -1.40268 1.90923
H -2.70043 1.50424 0.34183
H -2.54664 0.84710 -1.28242
H -1.26946 1.85719 -0.78919
H -0.26168 0.66629 1.02956
H 4.01614 1.58881 0.50744
H 3.49508 -0.06769 0.89034
H 2.14462 -2.44974 0.96235
H -0.88277 -2.23543 -1.62856
H -2.53721 -1.76782 -1.09210

***

9
Properties=species:S:1:pos:R:3 method="wB97M-V/def2-TZVPD" homo_lumo_gap_ev="5.829 / 5.831" charge=0 e_homo_ev="-9.392 / -9.402" multiplicity=1
C -1.10299 -0.08479 0.90020
C 1.27719 0.07134 0.42193
N -2.18109 -0.09831 1.42630
N -0.04559 -0.37326 0.30328
S -0.97656 -0.40428 -2.22146
H 1.58242 1.12151 0.30224
H 1.71622 -0.07309 1.41365
H 1.96228 -0.45158 -0.35120
H -2.23189 0.29247 -2.19493

***

11
Properties=species:S:1:pos:R:3 method="wB97M-V/def2-TZVPD" homo_lumo_gap_ev=9.199 charge=+1 e_homo_ev=-13.264 multiplicity=1 smiles="[NH3+]C/C=N/I"
C 0.71978 1.39578 -0.05743
C -0.36138 0.36240 -0.19081
N 1.79205 0.99077 0.60574
N 0.24684 -0.92097 0.19336
I 3.46012 2.15156 0.67855
H 0.46427 2.21586 -0.65890
H -0.89310 0.25227 -1.09224
H -1.00354 0.71993 0.52826
H -0.52415 -1.49564 0.60404
H 1.00242 -0.67959 1.00171
H 0.44824 -1.59677 -0.62148

***

Calculated energy relative to the best compared isomer or geometry (same formula, charge and spin), 2.029, 2.863, 1.878, 6.503, 4.604, 1.970 eV (same order as the records).